[1]
# C11H26CrN6O2SSe4

C11H26CrN6O2SSe4 as an isolated structure at a distorted geometry (ωB97M-V with the def2-TZVPD basis set, the OMol25 dataset).

```
51
Properties=species:S:1:pos:R:3:lowdin_charge:R:1
Cr -0.250 -0.004 -0.619 -0.37
Se 1.881 -0.058 -0.509 0.38
Se 1.399 3.478 -2.299 0.07
Se -0.603 2.887 -3.043 0.03
Se -0.804 0.552 -2.810 0.23
N -0.774 -0.319 1.415 -0.03
C -0.185 0.849 2.101 -0.31
C -0.822 1.147 3.461 -0.12
C -0.224 2.299 4.279 -0.16
C 1.285 2.225 4.512 -0.16
N 1.957 2.637 3.284 0.08
C 3.244 2.591 3.037 -0.43
N 3.672 2.903 1.804 0.22
N 4.126 2.234 3.982 0.21
C -0.255 1.988 1.079 -0.59
O 0.295 3.071 1.285 0.04
O -0.917 1.701 0.009 -0.21
H -1.787 -0.261 1.464 0.12
H -0.492 -1.193 1.840 0.11
H 0.872 0.618 2.234 0.12
H -0.743 0.226 4.048 0.12
H -1.890 1.340 3.325 0.13
H -0.719 2.306 5.250 0.12
H -0.450 3.257 3.809 0.12
H 1.583 1.205 4.781 0.13
H 1.561 2.887 5.337 0.13
H 1.328 2.948 2.504 0.09
H 2.997 2.938 1.052 0.11
H 4.638 2.804 1.553 0.13
H 3.838 2.175 4.943 0.11
H 5.113 2.245 3.795 0.13
C 1.100 -2.839 -2.933 -0.07
N -0.278 -2.668 -3.394 -0.20
C -0.392 -2.351 -4.821 -0.05
C -1.294 -2.501 -2.550 -0.72
S -0.993 -2.159 -0.857 0.70
N -2.550 -2.639 -2.988 -0.19
C -2.914 -3.587 -4.042 -0.03
C -3.684 -2.104 -2.234 -0.06
H 1.640 -3.378 -3.710 0.10
H 1.126 -3.411 -2.013 0.08
H 1.564 -1.867 -2.766 0.04
H 0.439 -1.693 -5.073 0.10
H -1.315 -1.811 -5.010 0.08
H -0.342 -3.246 -5.441 0.10
H -2.075 -4.236 -4.272 0.09
H -3.246 -3.082 -4.949 0.10
H -3.732 -4.203 -3.667 0.10
H -3.418 -1.151 -1.791 0.06
H -4.006 -2.799 -1.457 0.10
H -4.501 -1.949 -2.937 0.10
```

## Properties
total charge: +1
total energy: -11962.0226 hartree
HOMO level (alpha / beta): -9.56 / -9.95 eV
multiplicity: 2
maximum force: 0.0243 hartree/bohr

[2]
# C20H24NO5

An isolated ion of composition C20H24NO5 and charge +1 at a distorted geometry (ωB97M-V with the def2-TZVPD basis set, the OMol25 dataset).

```
50
Properties=species:S:1:pos:R:3:lowdin_charge:R:1
C 2.719 2.245 0.893 0.01
C 1.529 1.350 0.896 -0.35
O 1.604 0.171 0.556 0.05
C 0.246 1.881 1.391 -0.14
C 0.109 2.961 2.260 -0.01
C -1.136 3.232 2.808 -0.04
C -2.221 2.403 2.582 0.03
C -2.087 1.308 1.725 -0.25
C -0.880 1.122 1.078 0.02
H -0.779 0.376 0.313 0.09
O -3.119 0.424 1.614 -0.01
C -2.831 -0.849 1.069 -0.11
C -1.769 -1.617 1.905 -0.33
O -2.379 -2.447 2.859 0.00
H -2.959 -1.927 3.428 0.12
C -0.886 -2.589 1.101 -0.06
N -0.011 -1.977 0.083 0.05
H 0.593 -1.182 0.458 0.13
C 0.868 -2.963 -0.600 -0.04
H 0.377 -3.938 -0.590 0.14
H 1.815 -3.037 -0.063 0.15
C 1.159 -2.591 -2.072 -0.25
O 2.095 -1.547 -2.185 0.03
C 1.598 -0.275 -2.309 -0.21
C 2.503 0.778 -2.382 0.01
C 2.043 2.077 -2.462 -0.08
C 0.682 2.344 -2.471 -0.07
C -0.227 1.304 -2.434 0.00
C 0.234 0.000 -2.366 -0.20
O -0.690 -1.052 -2.320 -0.08
C -0.127 -2.248 -2.838 -0.08
H -0.882 -3.028 -2.731 0.15
H 0.107 -2.117 -3.900 0.16
H -1.290 1.481 -2.465 0.13
H 0.326 3.360 -2.525 0.11
H 2.752 2.888 -2.519 0.12
H 3.554 0.546 -2.364 0.13
H 1.640 -3.463 -2.531 0.17
H -0.599 -1.551 -0.671 0.12
H -1.546 -3.315 0.617 0.15
H -0.275 -3.124 1.831 0.15
H -1.121 -0.882 2.410 0.15
H -3.779 -1.392 1.120 0.15
H -2.549 -0.766 0.012 0.12
H -3.168 2.579 3.066 0.13
H -1.252 4.080 3.465 0.12
H 0.959 3.564 2.532 0.12
H 3.536 1.779 0.349 0.09
H 2.472 3.208 0.455 0.10
H 3.039 2.414 1.921 0.10
```

## Properties
total charge: +1
total energy: -1207.2360 hartree
HOMO level: -11.70 eV
multiplicity: 1
SMILES string: CC(=O)c1cccc(OC[C@@H](O)C[NH2+]C[C@H]2COc3ccccc3O2)c1
maximum force: 0.0195 hartree/bohr

Question: total energy of number 2 (C20H24NO5)?
Answer: -1207.2360 hartree

Question: Number 1 is which compound?
Answer: C11H26CrN6O2SSe4